Below is a cluster of 14 separate species, C42H108N6O23 in total, with properties calculated with ωB97M-V with the def2-TZVPD basis set.

Calculated values
HOMO (eV): -4.653
Relative energy (zero: lowest compared OMol25 entry of this formula, charge and spin) (kcal/mol): 6.3

Element x y z (Å)
H 7.85 -3.05 3.56
H -4.27 -8.61 8.38
H -5.18 -8.82 0.01
N 13.01 -9.44 0.54
H -5.20 -2.25 8.67
H -9.98 -6.86 4.49
C 13.69 -9.70 1.79
O 5.47 -7.19 1.48
H -9.82 -3.95 4.04
H -10.76 -8.00 6.50
O 4.33 -15.83 4.81
H 5.13 -16.29 4.52
H 11.79 -11.36 -0.87
O 8.00 -2.80 5.61
C 11.70 -0.12 3.35
H 11.79 -10.76 3.25
O 12.97 -12.45 0.50
C -9.08 -1.94 9.60
C -7.72 -1.73 8.95
H -0.72 -11.95 1.62
C 13.35 -8.71 2.97
H 14.92 -12.18 1.05
N -1.75 -11.70 -0.21
H -10.07 -6.86 7.56
O 1.12 -13.27 7.82
H -7.05 -10.05 6.63
C -4.93 -9.44 8.14
H 9.61 -5.28 -4.68
H 1.07 -11.49 -0.02
H 1.92 -14.81 -1.54
O -8.96 -5.35 5.49
H 10.07 -5.06 -1.01
O 11.97 -8.77 3.38
C 8.95 -7.35 -4.79
O 2.04 -1.44 2.85
C 4.82 -8.83 3.04
H 9.00 -1.09 2.99
O 4.18 -8.43 -4.48
N 9.79 -0.60 4.92
H -7.17 -10.59 8.25
H -11.40 -1.67 10.37
H 0.14 -3.96 -0.26
H 13.78 -0.77 0.87
H -7.87 -1.06 8.10
H -7.70 -3.27 7.66
O -3.36 -9.43 -0.28
O 8.85 -9.14 -0.42
H -4.76 -10.18 8.91
H 5.80 -9.84 -4.20
H 1.30 -6.85 3.31
C -1.28 -10.33 -0.51
H 2.70 -13.25 -1.50
C 12.84 -11.60 -0.70
H 7.46 -4.84 5.27
C 14.26 -12.99 0.75
H 8.10 -5.38 -4.03
O -9.60 -0.78 10.19
H 6.43 -7.84 -5.60
H -6.25 -4.41 4.31
H -5.02 -4.79 8.32
C -5.82 -2.83 7.98
O 3.01 -5.86 1.68
C 4.61 -7.66 2.23
C -2.30 -9.50 -1.24
H 6.03 -3.97 -1.17
H -11.38 -0.17 11.09
H -2.56 -10.04 -2.15
H 12.22 -0.19 0.71
H -7.94 -7.42 6.60
H 4.00 -6.78 -3.32
C -9.93 -7.30 6.57
H 1.77 -1.57 3.76
H 10.64 -4.42 -2.56
C -5.46 -4.14 5.02
H -5.87 -2.12 7.15
H 14.61 -13.49 -0.15
C 3.18 -6.89 2.31
H -0.87 -2.85 -0.06
H 2.63 -14.16 -0.01
C -5.18 -4.15 7.45
C 3.72 -7.14 -4.31
O -6.19 -8.80 8.05
O 1.50 -9.01 4.67
H 9.72 -9.00 -0.05
H -8.82 -8.54 8.64
H 8.69 -7.23 -5.85
C 8.76 -1.19 4.04
H 11.31 -1.99 4.36
H -7.05 -1.32 9.70
H -10.93 -5.85 5.51
C 5.54 -8.82 -3.90
C 13.09 -0.09 1.36
H 14.02 -8.93 3.80
C -8.95 -4.56 4.30
H -0.33 -10.47 -1.02
H 13.32 -9.80 -1.60
H 5.61 -8.74 -2.81
C 11.19 -0.93 4.56
H -4.92 -9.09 -1.60
H -8.02 -3.99 4.23
H 11.87 -0.76 5.40
H 4.56 -3.66 -0.96
H 7.78 -0.76 4.23
H -4.18 -7.56 -0.84
H -1.85 -12.24 -1.06
H -4.54 -4.30 4.45
O 5.33 -3.39 -1.47
N 8.01 -8.27 -4.17
C -7.21 -9.68 7.64
H 0.20 -13.37 7.60
H 10.90 -0.04 2.61
H 14.76 -9.61 1.62
H 2.21 -2.32 2.52
C 9.03 -5.95 -4.04
H 8.25 -8.49 -0.04
H 8.96 -4.21 -2.06
H 7.42 -4.20 6.90
H 1.57 -12.83 7.09
C 3.82 -9.30 3.84
H 14.26 -13.66 1.61
N -7.19 -3.00 8.49
H 13.51 -7.71 2.56
O -3.32 -9.59 3.65
C -10.74 -1.05 10.97
O -0.72 -3.65 -0.56
H -10.59 -1.63 11.87
H -3.63 -8.77 4.03
H -1.08 -13.44 1.00
H 8.05 -9.14 -4.69
H -9.23 -9.93 7.53
C 8.53 -2.70 4.33
H 11.89 0.89 3.71
H 1.19 -12.75 8.63
H -9.05 -2.73 10.36
H -5.61 -3.07 5.17
O 12.83 -0.72 2.65
H -4.51 -9.83 7.21
H 13.26 -12.09 -1.58
H 14.58 -10.43 -0.41
H 13.59 -10.72 2.16
H 4.17 -6.53 -5.09
O 9.58 -6.11 -2.73
C 2.19 -7.45 3.20
H -4.16 -4.01 7.11
H 8.94 -4.63 6.17
H 2.64 -7.13 -4.48
C 7.97 -4.17 5.96
H 9.94 -7.83 -4.77
C 9.80 -4.91 -2.06
H 5.83 -9.22 2.99
H 8.82 -9.05 -1.38
H 12.41 -10.08 4.83
O 0.74 -13.44 -0.78
C 0.62 -12.45 0.23
C -0.80 -12.45 0.66
N -8.68 -8.11 6.54
C 2.44 -8.62 3.84
H 9.46 -3.22 4.15
H -9.86 -2.20 8.89
H 1.22 -12.73 1.10
H 13.42 0.94 1.45
C 2.08 -13.94 -0.92
H -2.06 -8.45 -1.43
H -0.91 -9.68 0.28
H 6.40 -6.89 -4.03
C -9.95 -6.32 5.43
C 13.53 -10.22 -0.61
O 4.08 -10.40 4.50
H 10.72 -9.92 4.47
O -5.76 -4.71 6.33
H 4.62 -14.94 4.98
H -2.45 -9.72 4.04
C 6.60 -7.84 -4.53
C -4.43 -8.62 -0.75
C 11.71 -9.98 4.00
H 13.09 -8.49 0.21
H -8.92 -5.20 3.42
C -8.60 -9.05 7.70
H 9.68 -0.97 5.85

Here are the Löwdin charges for atoms 1 to 5, given in e: atom 1 (H): 0.12, atom 2 (H): 0.09, atom 3 (H): 0.08, atom 4 (N): -0.06, atom 5 (H): 0.12